[1]
Below is 5 unconnected molecules or ions with the total composition C39H87BF4N5O11Si, with properties calculated with the ωB97M-V functional and the def2-TZVPD basis.

M = 917.04 g/mol
Calculated total energy = -91226.9076 eV

Structure (ORCA input):
```
! wB97M-V def2-TZVPD RIJCOSX def2/J DEFGRID3
* xyz 1 1
C 1.44 2.54 -1.94
C 1.32 2.45 -0.28
C 0.03 1.44 0.05
N 0.39 0.09 -0.34
C 0.60 -1.04 0.61
B 2.06 -1.45 -0.05
O 2.53 -2.62 -0.75
O 3.09 -0.36 0.08
C 3.76 -0.29 -1.23
C 1.14 -0.53 2.11
N 0.18 -0.61 3.22
F 0.91 -0.46 4.38
C -0.56 -1.93 3.34
C -2.03 -1.50 3.87
C -0.39 -2.91 2.03
C -1.53 -4.07 2.25
C -1.54 -4.77 3.77
C -1.90 -6.40 3.66
F -2.35 -6.91 5.01
F -2.94 -6.70 2.65
F -0.60 -7.11 3.41
C 0.93 -3.91 2.13
C 2.11 -3.66 3.19
C 2.19 -3.79 4.81
N 3.41 -3.40 2.72
N -0.50 -2.12 0.69
C -1.75 -1.25 0.62
C -3.25 -1.79 0.68
O -4.23 -1.09 -0.23
Si -5.04 0.23 0.57
C -6.88 -0.24 1.09
C -4.10 1.08 2.00
C -5.28 1.61 -0.81
C -0.60 -3.03 -0.50
C -0.72 -2.46 -2.01
C 0.50 -2.27 -3.14
N -1.95 -2.15 -2.61
H 2.53 2.21 -2.29
H 1.21 3.63 -2.30
H 0.65 1.80 -2.44
H 0.99 3.53 0.09
H 2.31 2.13 0.24
H -0.84 1.84 -0.65
H -0.35 1.61 1.15
H 0.66 -0.08 -1.32
H 3.43 -2.96 -0.46
H 4.27 0.78 -1.30
H 2.95 -0.37 -2.07
H 4.60 -1.11 -1.31
H 1.54 0.60 2.09
H 2.16 -1.08 2.42
H -0.10 -2.45 4.31
H -2.26 -0.40 3.46
H -2.93 -2.21 3.67
H -2.00 -1.35 5.05
H -2.64 -3.79 2.20
H -1.36 -4.96 1.47
H -2.37 -4.29 4.46
H -0.54 -4.71 4.33
H 0.67 -5.07 2.31
H 1.49 -4.06 1.08
H 3.09 -4.51 5.10
H 2.51 -2.72 5.25
H 1.25 -4.15 5.38
H 3.45 -3.38 1.69
H -1.67 -0.33 1.37
H -1.87 -0.68 -0.43
H -3.42 -2.93 0.37
H -3.79 -1.71 1.74
H -6.89 -0.78 2.13
H -7.42 0.81 1.23
H -7.44 -0.81 0.23
H -4.23 0.39 2.96
H -2.98 1.37 1.78
H -4.70 2.08 2.26
H -6.18 2.29 -0.45
H -4.27 2.26 -0.85
H -5.51 1.17 -1.86
H -1.58 -3.72 -0.43
H 0.25 -3.85 -0.60
H 0.07 -2.48 -4.24
H 1.35 -3.10 -3.01
H 0.92 -1.18 -3.18
H -2.74 -2.33 -1.96
C -5.59 -3.16 -7.97
O -5.74 -4.10 -6.91
C -4.80 -5.17 -7.00
C -3.63 -4.96 -6.04
O -2.84 -3.83 -6.42
C -3.14 -2.68 -5.63
H -6.13 -2.25 -7.70
H -4.54 -2.90 -8.14
H -6.03 -3.57 -8.89
H -4.45 -5.30 -8.03
H -5.33 -6.09 -6.71
H -2.97 -5.84 -6.09
H -3.97 -4.87 -5.00
H -2.67 -2.77 -4.65
H -4.22 -2.53 -5.51
H -2.73 -1.80 -6.13
C 6.67 7.18 -1.86
O 5.32 7.56 -1.63
C 4.39 6.75 -2.36
C 3.77 5.67 -1.47
O 4.75 4.72 -1.05
C 5.20 4.96 0.28
H 7.29 7.64 -1.09
H 6.81 6.10 -1.83
H 6.99 7.56 -2.84
H 4.87 6.31 -3.24
H 3.60 7.42 -2.71
H 3.03 5.12 -2.06
H 3.26 6.11 -0.61
H 4.44 4.62 0.99
H 5.41 6.02 0.46
H 6.12 4.39 0.44
C -5.87 5.72 3.45
O -5.28 4.48 3.82
C -4.21 4.66 4.76
C -4.66 4.35 6.19
O -5.63 5.30 6.64
C -6.96 4.80 6.55
H -6.83 5.51 2.96
H -6.05 6.37 4.31
H -5.23 6.24 2.73
H -3.79 5.66 4.68
H -3.42 3.94 4.48
H -3.80 4.43 6.85
H -5.05 3.33 6.27
H -7.14 4.10 7.38
H -7.15 4.29 5.60
H -7.65 5.64 6.65
C 7.14 1.04 -3.77
O 6.99 0.10 -2.71
C 7.93 -0.98 -2.80
C 9.10 -0.76 -1.84
O 9.89 0.37 -2.22
C 9.59 1.52 -1.43
H 6.60 1.95 -3.50
H 8.19 1.30 -3.95
H 6.70 0.63 -4.69
H 8.28 -1.10 -3.83
H 7.40 -1.89 -2.51
H 9.76 -1.64 -1.89
H 8.76 -0.67 -0.80
H 10.06 1.43 -0.45
H 8.51 1.67 -1.31
H 10.00 2.40 -1.94
*
```

[2]
Below is a molecular structure, C39H91N13O13, with properties calculated with the ωB97M-V functional and the def2-TZVPD basis.

M = 950.23 g/mol
Calculated total energy = -87868.8113 eV
Energy relative to the best compared isomer or geometry (same formula, charge and spin) = 1066.57 kcal/mol

Structure (ORCA input):
```
! wB97M-V def2-TZVPD RIJCOSX def2/J DEFGRID3
* xyz 0 1
C -5.77 -2.07 1.66
O -6.23 -2.32 2.78
N -4.50 -1.70 1.38
C -3.41 -1.87 2.39
C -3.97 -1.25 0.15
H -6.47 -2.03 0.81
H -2.45 -1.38 2.21
H -3.20 -2.88 2.73
H -3.73 -1.30 3.27
H -4.12 -1.93 -0.69
H -4.69 -0.47 -0.10
H -2.94 -0.89 0.14
C 3.48 -2.09 -0.62
O 2.34 -2.45 -0.28
N 4.18 -0.97 -0.25
C 5.56 -0.67 -0.63
C 3.63 -0.09 0.81
H 4.10 -2.65 -1.33
H 5.95 -1.37 -1.38
H 6.23 -0.73 0.23
H 5.63 0.37 -0.95
H 2.70 -0.51 1.18
H 4.27 0.19 1.65
H 3.47 0.82 0.23
C -1.26 1.75 -3.77
O -1.71 2.87 -3.78
N -1.85 0.66 -3.20
C -1.11 -0.53 -2.63
C -3.21 0.82 -2.65
H -0.28 1.48 -4.18
H -0.13 -0.48 -3.10
H -1.42 -1.52 -2.98
H -0.98 -0.62 -1.55
H -3.18 1.39 -1.72
H -3.93 1.22 -3.37
H -3.52 -0.15 -2.28
C -0.74 5.55 1.05
O -0.39 5.38 2.22
N -1.16 4.59 0.17
C -2.00 4.89 -0.96
C -1.25 3.18 0.62
H -0.78 6.56 0.61
H -3.06 4.86 -0.73
H -1.77 4.16 -1.75
H -1.83 5.81 -1.52
H -1.04 2.44 -0.15
H -0.60 3.09 1.49
H -2.31 2.99 0.82
C 1.17 3.01 -4.25
O 1.07 1.77 -4.28
N 0.74 3.89 -3.32
C 0.93 5.34 -3.48
C 0.03 3.65 -2.10
H 1.67 3.64 -5.00
H -0.08 5.73 -3.53
H 1.26 5.60 -4.49
H 1.68 5.72 -2.79
H 0.70 4.01 -1.31
H -0.90 4.19 -1.96
H -0.30 2.62 -1.93
C -0.05 -4.12 -3.82
O -0.41 -2.99 -4.17
N 0.88 -4.24 -2.91
C 1.20 -5.63 -2.39
C 1.71 -3.10 -2.48
H -0.48 -5.10 -4.09
H 0.44 -6.38 -2.58
H 1.48 -5.64 -1.33
H 2.07 -6.03 -2.91
H 2.76 -3.37 -2.58
H 1.71 -2.22 -3.12
H 1.33 -2.80 -1.51
C 3.83 3.13 -3.73
O 4.61 3.15 -4.76
N 3.32 2.01 -3.22
C 2.78 2.14 -1.86
C 3.76 0.68 -3.68
H 3.39 4.06 -3.33
H 3.44 1.59 -1.19
H 1.80 1.67 -1.98
H 2.55 3.17 -1.60
H 4.64 0.11 -3.37
H 2.94 0.08 -3.30
H 3.72 0.58 -4.77
C -1.08 -0.31 0.71
O -2.00 0.37 1.06
N -0.05 0.01 -0.05
C 0.12 1.34 -0.68
C 0.97 -1.00 -0.40
H -1.00 -1.39 0.95
H -0.84 1.85 -0.59
H 0.28 1.14 -1.74
H 1.00 1.89 -0.36
H 0.63 -1.69 -1.17
H 1.89 -0.51 -0.72
H 1.26 -1.66 0.42
C 1.22 0.74 1.87
O 2.33 0.73 1.45
N 1.03 1.44 3.00
C -0.23 1.71 3.62
C 2.15 2.02 3.79
H 0.27 0.36 1.47
H -0.28 2.76 3.89
H -0.20 1.23 4.60
H -1.10 1.37 3.06
H 2.90 1.23 3.72
H 2.66 2.92 3.45
H 1.86 1.97 4.84
C -4.74 1.53 0.89
O -5.80 1.92 0.38
N -3.91 2.32 1.70
C -2.74 1.75 2.36
C -4.22 3.78 1.98
H -4.31 0.52 0.89
H -2.75 1.91 3.44
H -1.81 2.27 2.09
H -2.42 0.75 2.07
H -3.25 4.27 1.92
H -4.76 4.25 1.16
H -4.63 4.08 2.95
C -0.36 -2.96 2.56
O -0.06 -2.38 1.47
N -0.57 -2.30 3.69
C -0.53 -3.14 4.93
C -0.72 -0.84 3.85
H -0.49 -4.05 2.67
H -0.47 -4.22 4.75
H -1.29 -3.00 5.70
H 0.28 -2.72 5.52
H -0.35 -0.25 3.01
H -1.72 -0.42 3.99
H -0.16 -0.45 4.70
C 4.00 -1.22 3.32
O 5.03 -1.40 3.98
N 3.29 -2.18 2.66
C 1.92 -2.06 2.33
C 3.87 -3.46 2.28
H 3.55 -0.21 3.34
H 1.43 -1.11 2.55
H 1.31 -2.73 2.95
H 1.69 -2.18 1.27
H 3.26 -4.30 2.59
H 4.02 -3.59 1.21
H 4.90 -3.47 2.65
C -1.34 -4.76 -1.58
O -1.02 -5.88 -1.11
N -1.80 -3.76 -0.85
C -2.05 -3.86 0.58
C -1.96 -2.45 -1.41
H -1.40 -4.57 -2.66
H -1.44 -3.12 1.11
H -1.84 -4.86 0.95
H -3.09 -3.66 0.81
H -1.73 -1.60 -0.78
H -1.57 -2.39 -2.43
H -3.04 -2.39 -1.55
*
```

[3]
Below is 7 unconnected molecules or ions with the total composition C39H92NO2, with properties calculated with the ωB97M-V functional and the def2-TZVPD basis.

M = 607.17 g/mol
Calculated total energy = -47519.2217 eV

Structure (ORCA input):
```
! wB97M-V def2-TZVPD RIJCOSX def2/J DEFGRID3
* xyz -1 1
C -5.57 1.57 2.71
C -7.02 1.09 2.83
O -7.15 -0.19 2.15
C -7.99 2.07 2.22
N -9.41 1.83 2.36
O -9.59 0.80 3.45
H -5.52 2.45 2.07
H -5.15 1.84 3.69
H -4.95 0.80 2.24
H -7.27 0.96 3.88
H -7.36 -0.85 2.81
H -7.68 3.06 2.65
H -7.71 2.12 1.15
H -9.62 -0.04 2.97
C -15.28 -3.28 2.63
C -14.29 -2.17 2.25
C -12.88 -2.40 2.78
C -12.77 -2.47 4.30
C -13.29 -1.24 5.04
C -12.55 0.04 4.65
H -15.39 -3.36 3.71
H -16.26 -3.09 2.21
H -14.93 -4.24 2.26
H -14.67 -1.21 2.62
H -14.25 -2.08 1.16
H -12.23 -1.60 2.41
H -12.49 -3.33 2.36
H -11.71 -2.61 4.56
H -13.28 -3.36 4.67
H -13.19 -1.41 6.11
H -14.36 -1.12 4.86
H -11.48 -0.04 4.83
H -12.92 0.90 5.22
H -12.67 0.28 3.59
C -2.58 -5.28 4.13
C -3.90 -4.98 4.85
C -4.95 -4.33 3.96
C -4.54 -2.97 3.38
C -4.16 -1.92 4.42
C -5.30 -1.56 5.37
H -2.11 -4.36 3.77
H -1.87 -5.77 4.80
H -2.75 -5.93 3.27
H -3.70 -4.35 5.72
H -4.31 -5.92 5.24
H -5.88 -4.22 4.52
H -5.18 -5.00 3.13
H -5.37 -2.58 2.77
H -3.70 -3.10 2.68
H -3.86 -1.01 3.89
H -3.29 -2.25 4.99
H -6.17 -1.20 4.81
H -5.00 -0.77 6.05
H -5.62 -2.42 5.97
C -1.10 2.71 -2.44
C -0.98 1.21 -2.21
C -2.26 0.57 -1.66
C -2.70 1.11 -0.30
C -1.66 1.00 0.81
C -1.25 -0.43 1.13
H -1.32 3.25 -1.52
H -0.17 3.12 -2.84
H -1.90 2.92 -3.16
H -0.16 1.01 -1.52
H -0.71 0.72 -3.15
H -2.11 -0.51 -1.60
H -3.07 0.72 -2.38
H -3.60 0.57 0.01
H -3.01 2.16 -0.41
H -2.07 1.47 1.71
H -0.77 1.59 0.54
H -2.12 -1.02 1.42
H -0.54 -0.46 1.95
H -0.79 -0.92 0.27
C 2.85 1.61 0.71
C 2.46 2.59 -0.39
C 3.56 2.82 -1.43
C 4.85 3.42 -0.87
C 4.68 4.77 -0.17
C 4.14 5.86 -1.08
H 3.70 1.97 1.29
H 2.02 1.45 1.40
H 3.12 0.64 0.28
H 2.16 3.54 0.05
H 1.57 2.21 -0.91
H 3.17 3.45 -2.23
H 3.80 1.86 -1.90
H 5.56 3.54 -1.70
H 5.31 2.71 -0.18
H 5.66 5.07 0.22
H 4.03 4.65 0.70
H 4.79 6.01 -1.94
H 4.07 6.82 -0.55
H 3.14 5.63 -1.45
C 8.28 0.14 -5.86
C 6.97 0.52 -5.19
C 7.16 1.44 -3.98
C 8.00 0.85 -2.85
C 7.47 -0.48 -2.29
C 6.07 -0.36 -1.71
H 8.93 -0.42 -5.18
H 8.11 -0.49 -6.74
H 8.82 1.03 -6.19
H 6.43 -0.38 -4.89
H 6.33 1.03 -5.91
H 6.17 1.73 -3.60
H 7.63 2.37 -4.31
H 8.04 1.58 -2.04
H 9.03 0.71 -3.19
H 8.16 -0.82 -1.52
H 7.48 -1.25 -3.07
H 6.04 0.39 -0.92
H 5.73 -1.31 -1.28
H 5.34 -0.07 -2.47
C 12.07 1.63 -4.94
C 12.79 0.70 -5.91
C 12.56 -0.78 -5.61
C 13.03 -1.25 -4.23
C 14.50 -1.00 -3.94
C 15.45 -1.71 -4.90
H 12.41 1.50 -3.91
H 12.22 2.67 -5.20
H 10.99 1.44 -4.96
H 13.86 0.92 -5.89
H 12.46 0.91 -6.92
H 13.04 -1.38 -6.39
H 11.48 -0.99 -5.70
H 12.83 -2.32 -4.14
H 12.42 -0.76 -3.46
H 14.72 -1.32 -2.92
H 14.71 0.08 -3.96
H 15.27 -2.79 -4.88
H 16.49 -1.54 -4.64
H 15.31 -1.38 -5.93
*
```

Q: calculated total energy of number 1 (C39H87BF4N5O11Si)?
A: -91226.9076 eV

Q: calculated total energy of number 2 (C39H91N13O13)?
A: -87868.8113 eV